Entry 1:
Below is 4 unconnected molecules or ions with the total composition C25H49BrN2O14S at a distorted geometry, with properties calculated with ωB97M-V/def2-TZVPD.

```
92
Properties=species:S:1:pos:R:3:forces:R:3:mulliken_charge:R:1
Br -3.947319 -7.267050 1.043098 0.0 0.1 -0.2 -0.108
S 2.903287 -6.519391 -1.336447 0.0 0.1 -0.1 -0.194
O -5.640674 0.168434 0.668048 0.0 -0.1 -0.1 -0.221
O 2.702461 -4.445892 0.439993 -0.2 0.1 -0.1 -0.211
O -5.038837 -3.116471 2.012892 -0.1 0.0 0.1 -0.238
O 1.739420 4.164716 -1.876213 0.1 0.1 -0.1 -0.368
O -0.285680 6.521440 -3.697214 0.0 0.1 0.2 -0.237
O -1.371152 -6.766285 1.753526 0.6 -0.2 0.5 -0.469
O 2.027059 7.242947 -1.761987 0.0 0.0 0.0 -0.455
O 4.941424 2.590869 3.404820 0.1 -0.1 -0.1 -0.233
O -0.862148 -6.367270 -2.619181 0.6 0.4 0.4 -0.331
O -2.520714 -5.578065 -1.311221 -0.4 0.1 0.4 -0.287
O 3.198917 0.345379 1.242779 0.0 0.2 -0.1 -0.228
O 5.706235 2.024854 0.461844 -0.1 0.0 0.0 -0.466
O -2.588762 -7.671335 -2.087282 -0.4 -0.9 0.1 -0.410
O -7.656857 -2.180658 0.637627 0.1 0.0 0.0 -0.459
N 4.373977 -4.919919 1.809649 -0.7 0.3 -0.5 -0.388
N 4.321111 -5.912386 0.824280 -0.6 0.5 -0.2 -0.382
C 1.267079 6.345856 -0.967112 0.0 0.1 0.1 -0.607
C -7.447706 -1.140974 1.581068 -0.1 0.0 0.0 -0.377
C 1.934102 5.006707 -0.754233 -0.2 -0.2 -0.1 -0.216
C -7.027483 0.170938 0.959500 0.2 0.0 0.1 -0.606
C -4.681716 -3.949298 3.093845 0.0 0.1 -0.1 -0.644
C 2.012363 -0.135715 0.656730 0.1 0.0 0.1 -0.460
C 3.330184 -5.579729 0.054159 0.8 -0.5 0.6 0.545
C -6.494857 -2.807981 0.117285 -0.1 -0.1 -0.1 -0.661
C 3.407586 -4.101479 1.542493 1.4 -0.8 0.7 -0.122
C -2.009639 -6.651942 -1.976832 -0.1 0.4 -0.5 0.548
C 2.596324 3.047564 -1.846750 -0.1 0.0 0.0 -0.490
C 1.324932 -5.792435 -1.837984 0.1 0.0 -0.3 -0.361
C 5.351650 3.495994 2.395658 -0.2 0.0 0.2 -0.822
C -5.854893 -3.793398 1.067368 0.3 0.2 0.0 -0.143
C 4.346201 -0.030801 0.498658 -0.1 0.0 0.2 -0.305
C 4.882423 3.026519 1.038362 0.1 0.1 -0.1 0.084
C 2.010718 7.019100 -3.164091 0.1 0.1 0.0 -0.410
C -5.281659 1.229661 -0.185067 0.0 0.0 0.1 -0.764
C -1.546123 7.041398 -4.049853 0.0 -0.1 0.0 -0.771
C 0.324734 -6.903843 -1.994825 -0.2 -0.3 -0.2 -0.651
C 5.571415 0.711716 0.981712 0.2 0.0 0.0 -0.558
C -1.989365 -5.341595 -0.022252 -0.1 0.2 -0.6 0.151
C -2.203669 -6.444522 0.987212 -0.4 -0.1 0.0 0.538
C 0.742610 7.485044 -3.841599 -0.1 -0.2 -0.1 -0.591
C 5.614256 2.818283 4.621461 -0.1 0.0 0.0 -0.801
H 1.497795 4.522560 0.132018 0.1 0.0 0.1 0.431
H -5.569252 -4.266377 3.653174 0.0 -0.1 0.0 0.340
H 5.434607 3.835076 4.990265 0.0 0.0 0.0 0.311
H 0.428650 8.440701 -3.403614 0.0 0.0 0.0 0.344
H 1.181285 0.167245 1.290174 0.0 0.0 0.0 0.254
H 1.185414 6.831438 0.007462 0.0 0.0 0.0 0.409
H 2.025494 -1.231586 0.589765 0.0 0.0 -0.1 -0.023
H 0.085905 -7.378221 -1.047976 -0.1 0.0 0.3 0.361
H 2.433934 2.452305 -0.940164 0.1 0.0 0.0 0.011
H -6.743305 -1.445105 2.357907 0.1 0.1 0.0 0.190
H 0.940777 7.633766 -4.912794 0.0 0.1 0.0 0.444
H -7.605394 0.337863 0.042084 0.0 0.0 0.0 0.350
H 6.444824 3.587044 2.389889 0.0 0.0 0.0 0.374
H 2.833561 7.620742 -3.554789 0.0 0.0 0.0 0.386
H -5.528762 2.199922 0.262044 0.0 0.0 0.0 0.307
H -4.036640 -3.373935 3.755001 0.0 0.0 0.0 0.231
H 0.976803 -5.037250 -1.147571 0.1 0.1 0.2 0.277
H -8.421022 -0.985433 2.050493 0.0 0.0 0.0 0.385
H 5.229583 2.107268 5.349260 0.0 0.0 0.0 0.237
H 1.865510 0.283660 -0.344589 0.0 -0.1 0.0 0.276
H 2.373531 2.435373 -2.718600 0.0 0.0 0.0 0.408
H 3.203046 -3.242980 2.149139 -0.5 0.3 -0.2 0.564
H -7.239143 0.987505 1.664628 -0.1 0.0 0.0 0.436
H -2.470989 -4.445987 0.349782 -0.2 0.2 0.1 0.364
H 3.838632 2.707167 1.077348 0.0 0.0 0.1 0.112
H 1.469095 -5.325273 -2.803230 0.0 0.2 -0.2 0.343
H 4.914236 4.482600 2.606614 0.1 0.1 0.0 0.454
H 4.948427 3.874197 0.353412 0.0 0.0 0.0 0.210
H -4.137792 -4.833052 2.743849 0.0 -0.1 0.1 0.138
H -0.924196 -5.150746 -0.070580 0.3 0.0 0.1 -0.283
H 5.613785 0.714167 2.072575 -0.1 0.0 0.0 0.224
H 0.258731 6.217587 -1.365866 0.0 -0.1 -0.1 0.253
H -1.829077 7.869280 -3.388937 0.0 0.0 -0.1 0.316
H -6.841948 -3.368474 -0.752806 0.0 0.0 0.0 0.400
H 3.006310 5.161091 -0.579811 0.0 0.0 0.0 0.104
H 3.647740 3.355133 -1.890407 0.0 -0.1 0.1 0.321
H 6.693621 2.661779 4.509972 0.0 0.1 0.0 0.324
H 4.187541 0.173870 -0.567916 0.0 0.0 0.0 0.283
H -1.554281 7.390348 -5.089308 0.0 0.0 0.0 0.310
H -5.223799 -4.488109 0.496982 -0.1 -0.1 0.0 0.212
H -5.784592 1.142917 -1.155508 0.0 0.1 0.0 0.315
H 0.717646 -7.680589 -2.639293 0.1 -0.2 -0.2 0.486
H 4.515054 -1.109835 0.630995 0.0 0.0 -0.1 0.329
H -5.766213 -2.070355 -0.225309 0.1 0.0 0.1 0.254
H 2.214983 5.973243 -3.401240 -0.1 0.0 0.0 0.205
H -4.206156 1.178866 -0.341248 0.0 0.0 0.0 0.225
H -6.636440 -4.364225 1.583388 0.0 0.0 0.0 0.338
H -2.274476 6.240591 -3.942061 0.0 0.0 0.0 0.231
H 6.445739 0.173241 0.611472 0.0 0.0 0.0 0.407
```
Positions in Å, forces in eV/Å.

Output
- SMILES: O=C(Br)COC(=O)OCCSc1nnco1.COCCOCCOC.COCCOCCOC.COCCOCCOC
- F_max: 1.8 eV/Å
- LUMO energy: 0.00 eV
- DFT total energy: -139235.494 eV
- HOMO-LUMO gap: 0.34646 Eh

Entry 2:
Below is a gas-phase ion, C25H49Cl2IN4O6P (charge +1) at a distorted geometry, with properties calculated with ωB97M-V/def2-TZVPD.

```
88
Properties=species:S:1:pos:R:3:forces:R:3:mulliken_charge:R:1
I 2.183750 6.146509 3.439663 -0.8 -1.6 -0.9 0.130
Cl -3.033636 2.523743 3.276849 1.6 -0.8 -0.4 -0.113
Cl -1.051202 0.718911 5.502555 0.5 0.7 -1.6 -0.133
P 5.296709 1.395121 -1.769970 3.9 5.9 1.1 0.913
O 5.904511 2.865702 -1.508453 -2.6 -5.7 -0.8 -0.723
O 5.986335 0.372102 -0.538423 -1.9 0.0 -3.9 -0.373
O 2.502082 3.156040 2.971350 -5.9 5.9 -2.6 -0.407
O -1.077697 -1.072964 1.230533 -1.7 0.6 -2.7 -0.211
O 5.794513 0.975639 -3.400356 -3.0 -0.6 2.7 -0.389
O -1.430950 -3.013559 2.829212 1.8 -1.6 -0.2 -0.525
N -1.481834 1.234192 1.370278 3.3 0.9 -1.1 0.571
N -2.200743 0.577063 -3.328504 -0.1 -0.5 1.8 -0.535
N 0.503202 2.858214 0.687222 -2.1 -0.7 1.9 0.453
N 0.023999 0.857797 -0.530618 -2.0 1.8 0.7 0.265
C -0.405168 1.307757 3.820297 0.5 0.2 0.5 0.124
C 0.282627 -4.500076 1.593079 -0.8 -0.9 0.5 -1.086
C -6.584883 -0.105467 0.655609 -0.7 -1.0 1.2 -0.886
C 7.303834 -1.722286 -0.093479 0.3 0.9 -1.2 -0.996
C -1.423357 0.471485 -0.903184 0.2 0.0 1.7 -0.753
C -1.060106 -3.564494 1.498908 -0.3 -0.4 0.2 0.211
C -3.650450 0.950168 -3.108299 0.0 1.4 -0.1 -0.480
C -4.225325 -1.416411 0.048207 -0.9 -0.6 0.9 0.169
C 4.104932 -0.999719 -3.783675 0.2 -0.5 -0.6 -0.601
C -1.883248 -0.036217 0.582198 -1.4 1.4 0.1 -0.501
C -5.799779 -1.546836 0.598078 -0.1 -0.7 -1.5 0.355
C 3.397685 1.580101 -1.558966 -1.2 0.6 -0.5 -0.670
C 4.657531 0.499720 -4.208555 -0.6 -1.1 -2.1 -0.185
C -3.517797 -0.064189 0.645455 -0.8 -0.3 -0.8 -0.181
C 0.809385 0.261873 3.463128 0.5 0.2 1.0 -0.543
C 1.658033 3.119955 -0.301473 0.7 0.7 -0.7 -1.084
C -1.711863 -0.390078 -2.247220 1.8 0.2 -0.6 -0.320
C -0.902177 -2.282516 0.436008 0.5 -2.0 1.0 -0.110
C 6.044701 -1.039171 -0.951498 1.0 -2.5 0.9 0.054
C -0.316617 1.776104 0.664579 1.6 -2.6 -1.8 -0.641
C -1.704232 1.246113 2.832616 -0.7 -1.6 1.3 -0.567
C 2.962555 2.158809 -0.054470 0.1 -1.3 -0.6 0.112
C -6.534811 -2.571505 -0.500505 1.3 -0.4 0.3 -1.090
C 1.652044 4.131101 2.640014 4.0 -5.1 2.0 -0.048
C 0.264246 3.902468 1.733401 1.1 2.7 -0.2 -0.403
H 3.870438 2.722242 0.472728 -2.2 -1.2 -1.3 0.535
H -7.634632 -2.843225 -0.208254 2.1 0.7 -0.7 0.368
H 6.305468 -1.215897 -2.078949 -0.7 0.8 2.1 0.192
H 0.205727 -2.329226 0.059948 -2.1 0.3 0.3 0.222
H -4.311652 -0.003438 -2.956892 1.3 1.9 -0.4 0.194
H 3.784593 1.305649 -4.308629 1.9 -1.7 0.6 0.208
H -3.986970 0.130455 1.699893 1.3 -0.4 -1.8 0.323
H 3.178935 -1.300846 -4.471702 1.9 0.9 1.6 0.293
H 7.477815 -1.096200 0.879713 -0.5 -1.5 -1.7 0.284
H 0.671513 0.067250 -0.327913 -0.9 0.8 0.3 0.180
H 1.611845 0.372490 4.339205 -1.8 -0.1 -1.9 0.463
H -1.997014 -4.217666 1.151342 2.1 1.3 0.6 0.242
H 1.392339 0.506553 2.470065 -1.4 -0.5 1.9 -0.083
H 2.656479 1.182602 0.560371 0.7 2.4 -1.0 -0.126
H 5.042236 -1.623773 -0.696668 1.9 1.4 -0.5 0.169
H 0.856182 -4.580857 0.571838 -1.0 0.4 2.1 0.325
H -5.809013 -2.136613 1.616685 0.0 1.6 -1.8 0.258
H -0.658545 -0.787855 -2.644047 -2.2 0.7 1.0 0.222
H -0.019487 2.412301 4.058307 -0.9 -2.6 -0.8 0.284
H 0.963133 -4.151520 2.497179 -1.2 -0.5 -2.1 0.312
H -5.893550 -3.577445 -0.491020 -1.5 2.0 0.0 0.282
H 3.071006 2.440479 -2.318156 1.1 -1.9 1.4 0.362
H -0.828592 -3.418675 3.540574 -1.3 0.7 -1.8 0.306
H -1.691659 -2.476602 -0.401509 1.6 0.8 1.5 0.035
H -3.743792 1.687795 -2.177011 -0.2 -1.6 -1.7 0.154
H 2.776763 0.634525 -1.859877 1.2 1.8 0.7 0.137
H -3.892670 0.835545 -0.044282 1.0 -1.8 1.6 0.020
H -4.322618 -1.437356 -1.133092 0.6 0.1 2.5 -0.063
H -0.060710 -5.608281 1.872775 0.7 2.4 -0.6 0.340
H 3.825897 -1.106918 -2.651661 0.4 0.3 -2.2 0.020
H -2.260274 0.226959 3.122549 1.4 2.2 -0.9 0.464
H 0.415954 -0.840720 3.529821 0.6 2.3 -0.5 0.158
H -1.583641 1.427750 -3.191852 -1.2 -1.2 -0.5 0.331
H -6.425754 -2.145833 -1.601636 -0.6 -0.7 2.3 0.244
H 0.132477 4.938727 1.153346 0.3 -2.2 1.3 0.578
H -2.384876 -1.339145 -2.125968 1.1 2.2 -0.1 0.290
H 4.925158 -1.833833 -3.998595 -1.6 2.0 0.5 0.277
H -6.442966 0.332730 1.753980 -0.2 -0.5 -2.6 0.246
H -6.272731 0.645626 -0.186171 -0.6 -1.5 1.7 0.173
H 5.076114 0.377584 -5.319721 -0.8 0.4 2.6 0.324
H 7.161694 -2.870446 0.082329 0.2 2.3 -0.2 0.310
H -3.981752 1.589181 -4.048967 0.4 -1.6 2.0 0.315
H 1.200415 3.060647 -1.386580 1.0 -0.3 2.3 0.461
H 2.023442 4.249047 -0.176270 -1.1 -2.5 0.1 0.324
H -7.751261 -0.347443 0.578245 2.6 0.7 0.0 0.359
H -3.690997 -2.400287 0.462712 -1.0 2.2 -1.1 -0.192
H -1.902061 1.558836 -1.014651 0.6 -2.6 0.0 0.497
H -0.681320 3.788538 2.397535 1.7 -0.2 -1.1 0.328
H 8.266085 -1.564619 -0.782670 -2.0 -0.4 1.7 0.253
```
Positions in Å, forces in eV/Å.

Output
- SMILES: CCOP(=O)(CCCN(CC(=O)I)C1=[N+]([C@H](Cl)[C@H](C)Cl)[C@](CCC(C)C)(OC[C@@H](C)O)[C@H](CNC)N1)OCC
- Charge: +1
- F_max: 8.8 eV/Å
- LUMO energy: -3.62 eV
- DFT total energy: -87380.651 eV
- ΔE to the lowest compared entry with this formula, charge and spin: 339.72 kcal per mole
- HOMO-LUMO gap: 0.30444 Eh

Entry 3:
Below is 3 unconnected molecules or ions with the total composition C25H49N2O4Si at a distorted geometry, with properties calculated with ωB97M-V/def2-TZVPD.

```
81
Properties=species:S:1:pos:R:3:forces:R:3:mulliken_charge:R:1
Si 0.142894 -2.478481 1.938810 0.1 0.2 1.0 -0.072
O 0.136143 3.397687 1.128759 -3.4 -1.9 -6.3 -0.780
O 7.431230 -0.503255 3.043287 0.3 -0.4 -0.2 -0.390
O 0.262536 2.823756 -1.290329 -3.9 0.9 4.9 -0.707
O -4.884119 2.790946 -4.084129 0.1 0.5 0.2 -0.383
N 5.050025 -2.147768 3.102734 0.2 0.2 -0.1 -0.561
N -6.895258 4.639969 -5.040439 -0.1 -0.3 0.2 -0.765
C -4.973581 4.111258 -3.541977 -0.2 -0.1 0.0 -0.591
C -4.505533 -0.502916 0.540285 -1.0 0.1 0.3 -0.459
C -4.244306 -1.715809 -0.529074 -0.3 0.6 -0.7 -0.688
C -2.499328 1.394867 0.355221 0.2 0.3 0.1 -0.045
C 3.501790 0.384537 0.672485 -0.8 -3.0 -0.6 -0.498
C 2.158162 -0.227854 1.428091 2.6 -2.3 -3.3 -0.114
C 4.362041 -0.452870 -0.458357 -3.6 -1.8 1.9 -0.350
C -1.556013 -2.175451 1.087039 -1.5 -0.5 -0.3 0.323
C -2.812792 -1.655163 -1.323738 0.1 -0.8 -0.8 -0.477
C -0.460458 3.046905 -0.181818 4.2 0.7 1.6 0.348
C -1.559061 -2.385649 -0.538242 0.4 0.8 -0.4 -0.699
C 8.319608 -0.786005 4.112343 -0.3 0.4 0.0 -0.655
C 0.521180 -4.317190 2.375936 0.9 -1.2 0.8 -0.905
C -4.732279 5.601636 -5.628620 0.1 0.3 -0.1 -1.403
C -5.633168 5.147494 -4.481588 0.2 -0.4 -0.2 0.285
C 6.313194 -2.697604 2.588098 0.0 0.4 0.4 0.434
C -2.124904 2.895055 -0.219872 0.8 -0.3 0.3 -0.056
C 7.265880 -1.576129 2.112290 -0.3 0.1 -0.1 -0.503
C -4.053887 0.990144 0.024356 -0.3 0.4 0.6 -0.317
C 1.668305 -1.764189 1.006684 4.2 2.6 -2.4 0.745
C 3.861473 -1.947764 -0.915980 -2.0 2.4 3.3 -0.539
C 6.920749 -3.614923 3.647782 0.0 -0.3 0.0 -1.540
C -3.824340 2.607150 -5.008863 -0.1 -0.3 0.0 -0.733
C 0.060902 -1.526114 3.653079 0.3 0.0 0.0 -0.983
C 2.520954 -2.575381 -0.170591 1.2 3.4 0.9 -0.201
H -2.346732 -2.946517 1.538552 1.6 1.6 -0.8 0.315
H -1.933915 -1.110932 1.442999 0.9 -2.1 -1.1 -0.335
H 9.157039 -1.416086 3.798525 -0.1 -0.1 0.0 0.294
H 4.482018 -2.538166 -1.726533 -1.6 1.3 1.9 0.257
H 7.776645 -1.249756 4.936676 0.2 -0.2 0.1 0.220
H 3.896924 1.462336 0.974307 -1.1 -2.6 -0.8 0.267
H 6.082046 -3.322998 1.716412 0.0 0.2 0.0 0.394
H -2.641004 3.720638 0.462363 1.2 -1.7 -1.5 0.335
H -2.346253 1.403096 1.535746 -0.4 0.0 -2.5 0.215
H -3.990625 4.452524 -3.194277 0.0 0.0 -0.1 0.394
H -4.158407 2.861403 -6.015418 0.2 0.1 -0.1 0.255
H -4.416441 -2.771822 -0.040172 0.5 2.0 -0.8 0.250
H -5.600722 4.020532 -2.648302 0.0 -0.1 -0.1 0.319
H -1.547348 -3.529922 -0.837423 -0.1 2.2 0.9 0.343
H -2.966694 -2.282606 -2.327600 0.3 1.3 2.1 0.368
H 1.164150 -1.547827 4.092036 -2.4 0.2 -0.7 0.272
H 2.132541 -3.643998 -0.463987 0.9 2.3 0.6 0.162
H -0.383205 -4.847443 2.924695 1.8 0.9 -1.4 0.261
H -2.447853 3.002331 -1.341398 0.5 -0.3 2.1 -0.135
H 1.579637 0.416112 2.244721 1.4 -1.5 -2.1 0.085
H -5.688031 -0.448403 0.695897 2.4 -0.2 -0.3 0.337
H -5.118585 6.528200 -6.067794 0.0 -0.2 0.1 0.345
H 1.404082 -4.298624 3.173864 -1.7 0.0 -1.7 0.225
H -7.536727 4.442124 -4.271324 0.1 0.1 -0.2 0.274
H -4.732219 1.762518 0.630827 1.4 -1.6 -1.3 0.371
H -0.548062 -1.922319 -0.956264 -2.1 -1.0 0.8 0.215
H 0.933631 -4.942719 1.464938 -1.1 1.1 1.8 0.247
H 5.289524 -1.424644 3.787538 -0.1 -0.3 -0.1 0.329
H 8.720474 0.162912 4.481483 -0.1 0.0 -0.2 0.263
H 6.925859 -3.167148 4.644143 0.0 0.1 -0.1 0.287
H -0.277426 -0.430358 3.391422 0.6 -2.0 0.9 0.262
H -5.860531 6.037014 -3.880384 0.0 -0.2 0.1 0.417
H 6.830065 -1.122770 1.215228 -0.1 0.0 0.2 0.187
H 8.240961 -1.978340 1.810620 0.1 -0.1 0.2 0.442
H -4.675997 4.871049 -6.438767 0.0 0.0 0.2 0.292
H -6.702573 3.715166 -5.436465 0.0 0.3 0.1 0.337
H 4.591911 -1.626268 2.354178 -0.1 -0.2 0.0 0.090
H -4.352998 1.164040 -1.116002 0.9 -0.6 2.3 -0.050
H -2.935467 3.185150 -4.739430 -0.1 0.0 0.0 0.328
H -2.508938 -0.567180 -1.698028 -0.8 -2.3 1.1 0.183
H -3.557880 1.545843 -5.014261 -0.1 0.1 0.1 0.278
H -5.092293 -1.610176 -1.363185 1.8 -0.2 1.8 0.322
H -0.705958 -2.076964 4.377894 1.7 1.4 -1.5 0.279
H 7.948083 -3.888401 3.388565 0.0 0.0 0.0 0.346
H 5.329606 0.029915 -0.929198 -2.3 -1.1 1.1 0.371
H -1.697582 0.625782 -0.058063 -1.8 1.6 0.7 -0.168
H -4.076680 -0.737594 1.628960 -0.7 0.6 -2.5 0.218
H -3.716267 5.801569 -5.274862 -0.1 -0.1 0.0 0.345
H 6.340179 -4.541164 3.722889 0.0 0.2 0.0 0.374
```
Positions in Å, forces in eV/Å.

Output
- Charge: -1
- F_max: 7.4 eV/Å
- LUMO energy: 2.42 eV
- DFT total energy: -45755.996 eV
- HOMO-LUMO gap: 0.24281 Eh

- Among the records above, which one has the lowest LUMO energy?
  C25H49Cl2IN4O6P

- Which of these has the lowest DFT total energy?
  C25H49BrN2O14S